Molecular formula: C10H6Br4NORhSe
Method: DFT, the ωB97M-V functional and the def2-TZVPD basis

Geometry as ORCA input:
```
! RIJCOSX wB97M-V def2-TZVPD def2/J DEFGRID3
* xyz 0 5
Rh -0.3034 2.4740 -0.4574
Br -1.7478 3.1066 -2.2277
C -0.0380 4.4248 -0.1061
Br 1.6134 4.3454 -1.1265
H 0.1971 4.6260 0.9315
H -0.7061 5.1267 -0.5841
Br 4.0684 -1.2014 1.5789
C 2.2697 -1.5111 1.0777
C 1.8200 -2.7866 1.1095
C 0.5077 -3.0392 0.6761
Br -0.0754 -4.8231 0.7713
C -0.3458 -2.0430 0.1238
C -1.6018 -2.3333 -0.4003
C -2.3520 -1.3079 -0.9884
C -1.8361 -0.0544 -1.0287
N -0.6118 0.2890 -0.5029
C 0.1353 -0.6786 0.0819
C 1.4242 -0.4212 0.6507
O 0.7165 2.2374 1.2844
H 2.4530 -3.5935 1.4468
H -1.9747 -3.3452 -0.3645
H -3.3237 -1.4973 -1.4225
H -2.3800 0.7531 -1.4890
Se 2.0914 1.2527 0.9658
*
```

Summary:
- E_LUMO (alpha / beta): -0.174 / -2.807 eV
- E_tot: -362525.997 eV

natural (NBO) population analysis, charges in e, atoms 1 to 6: number 1, Rh, carries 0.979; number 2, Br, carries -0.384; number 3, C, carries -0.550; number 4, Br, carries 0.076; number 5, H, carries 0.221; number 6, H, carries 0.223